(1)
The following is a DFT calculation (ωB97M-V/def2-TZVPD) of a molecular structure, C50H26ClCrF18GeN7O3S3.

Each line ends with the Mulliken spin population.
Cartesian coordinates (Å):
Ge1 2.0570 -3.7314 -3.0258  0.011
Cr1 0.1291 0.2756 -0.2185  3.348
Cl1 1.0021 4.2713 1.5019  -0.001
S1 1.8976 1.4891 -1.6514  -0.017
S2 0.9479 -2.1344 -2.2573  -0.011
S3 -1.7329 -1.2569 -2.7244  0.010
F1 6.8267 -5.4300 -4.7388  0.000
F2 8.1704 -3.2910 -3.7151  0.000
F3 -0.5498 -5.0627 -3.9469  0.000
F4 2.5367 -8.5604 0.7835  0.000
F5 -1.8440 -5.0223 -6.3740  0.000
F6 4.1259 -1.5398 -2.0778  -0.002
F7 4.0993 -5.5684 -4.4507  0.000
F8 1.0959 -6.9814 -3.4135  0.000
F9 1.8490 -2.7353 -8.2367  0.000
F10 -2.8989 0.8300 -3.8189  0.000
F11 1.2458 -8.9816 -1.5703  0.000
F12 3.4833 -4.1444 -0.5697  0.000
F13 -4.1127 -0.9425 -3.9908  0.000
F14 6.8396 -1.3565 -2.3642  0.000
F15 3.6599 -6.1216 1.3111  0.000
F16 3.1427 -2.9088 -5.8485  0.000
F17 -4.0377 0.1268 -2.1297  -0.001
F18 -0.6750 -3.7782 -8.4885  0.000
O1 -1.3693 -1.7045 -4.0424  0.003
O2 -0.9443 -0.1199 -2.2189  0.011
O3 -2.1485 -2.2262 -1.7686  0.004
N1 -1.1943 -0.8400 0.6052  -0.071
N2 0.0889 -2.7768 1.1266  0.002
N3 3.3728 0.7833 -3.6848  0.002
N4 1.6317 -1.1051 0.3904  -0.107
N5 -1.2138 1.8391 -0.3337  -0.138
N6 1.0578 0.5494 -3.9756  0.002
N7 -3.0882 0.5800 0.4633  0.003
C1 2.9254 -0.7652 0.3677  0.039
C2 -0.0374 3.3678 2.5528  -0.031
C3 -3.2793 2.8872 0.3481  0.000
C4 -0.0465 1.9707 2.4796  0.058
C5 1.3381 -4.0524 -4.8695  0.003
C6 -2.6712 -4.1570 1.0505  -0.001
C7 6.1512 -4.4595 -4.1042  0.000
C8 2.4743 0.0233 -5.7518  0.001
C9 2.2087 -5.4851 -1.9831  0.001
C10 4.7738 -4.5209 -3.9473  0.001
C11 1.2572 -3.3455 -7.1914  0.001
C12 -0.9124 1.3212 3.3704  -0.033
C13 3.6007 -2.5431 1.8058  0.004
C14 -1.5929 4.1932 -0.6660  -0.001
C15 1.3202 -2.2334 1.0741  0.036
C16 2.2946 -2.9536 1.7948  0.000
C17 -0.0215 -3.8752 -7.3206  0.000
C18 1.7600 -7.7711 -1.3086  0.000
C19 6.1548 -2.3828 -2.8877  0.000
C20 4.7748 -2.4817 -2.7553  0.000
C21 -4.0234 -4.4636 0.9866  0.003
C22 6.8403 -3.3737 -3.5770  0.000
C23 -3.2971 -0.2792 -3.1621  -0.002
C24 -2.4739 1.7373 0.1725  0.025
C25 -1.0141 -2.1690 0.8489  0.059
C26 2.1385 0.8718 -3.1955  -0.004
C27 3.5540 0.3180 -4.8990  -0.001
C28 1.1986 0.1459 -5.2536  -0.002
C29 -4.9762 -3.4776 0.7562  0.001
C30 -2.8449 4.1199 -0.0540  0.007
C31 4.0632 -3.5376 -3.2905  -0.003
C32 -0.8368 3.0486 -0.7677  0.046
C33 -1.6902 2.0086 4.2773  0.018
C34 2.8708 -5.3223 -0.7804  0.001
C35 -0.0192 -0.1065 -6.0554  0.000
C36 -2.3108 -2.8335 0.9065  -0.010
C37 -3.2715 -1.8321 0.7075  -0.013
C38 -1.6383 3.3938 4.3344  -0.028
C39 0.0482 -4.5367 -5.0148  0.000
C40 -4.6137 -2.1438 0.6132  0.002
C41 -0.8103 4.0736 3.4583  0.016
C42 -2.5254 -0.5847 0.5457  -0.015
C43 4.9520 0.1291 -5.3767  0.000
C44 2.9881 -6.3240 0.1680  0.000
C45 1.6692 -6.7333 -2.2339  -0.001
C46 0.8566 1.1966 1.6219  -0.195
C47 2.4158 -7.5618 -0.1011  0.000
C48 1.9092 -3.4479 -5.9717  0.000
C49 3.9295 -1.4315 1.0346  -0.006
C50 -0.6268 -4.4893 -6.2278  0.000
H1 5.1299 0.7471 -6.2550  0.000
H2 -3.4485 5.0077 0.0825  0.000
H3 -2.2322 3.9374 5.0551  -0.002
H4 -0.9545 0.2423 3.3397  -0.004
H5 -5.3386 -1.3684 0.4197  0.000
H6 5.1033 -0.9114 -5.6601  0.000
H7 4.9464 -1.0858 0.9455  0.000
H8 0.2386 -0.3506 -7.0809  0.000
H9 4.3452 -3.0797 2.3756  0.000
H10 -1.9237 -4.9220 1.1945  0.000
H11 -6.0155 -3.7623 0.6659  0.000
H12 1.7078 1.8148 1.3234  -0.007
H13 5.6453 0.4000 -4.5885  0.000
H14 -0.6760 0.7602 -6.0308  0.000
H15 0.1412 3.0978 -1.2295  -0.011
H16 -0.5769 -0.9251 -5.5977  0.000
H17 0.1563 0.4508 -3.4874  0.008
H18 1.2283 0.3677 2.2291  0.001
H19 -4.3352 -5.4933 1.0983  0.000
H20 1.9689 -3.8275 2.3343  0.000
H21 -4.2434 2.7427 0.8068  0.000
H22 2.6538 -0.2965 -6.7649  0.000
H23 -1.2083 5.1299 -1.0326  0.000
H24 3.1753 0.1031 -0.2244  -0.003
H25 -0.7314 5.1505 3.4864  0.000
H26 -2.3211 1.4608 4.9627  0.001

Output
HOMO-LUMO gap (spin up / spin down) (eV): 6.61 / 6.50
Net charge: -1
Expectation value of S²: 3.85
HOMO (spin up / spin down) (eV): -5.15 / -5.16
Max |F| (hartree/bohr): 0.04571
Spin multiplicity: 4
E_tot (a.u.): -9103.91852

(2)
The following is a DFT calculation (ωB97M-V/def2-TZVPD) of 2 unconnected molecules or ions with the total composition C20H18N5O11.

Each line ends with the natural charge from an NBO analysis.
Cartesian coordinates (Å):
O1 2.0332 -3.0494 -5.6102  -0.374
O2 2.2673 2.2185 -1.7832  -0.320
O3 -2.1725 -0.7968 1.4748  -0.510
O4 -2.4222 1.7003 1.1684  -0.516
O5 5.2149 0.7935 1.8301  -0.511
O6 -2.6166 0.1425 -1.3132  -0.382
O7 -0.2293 -3.0632 -5.3122  -0.163
O8 3.3723 0.6641 -3.0363  -0.148
O9 -0.6227 3.0072 1.0839  -0.706
O10 -3.1790 -1.5466 -2.5876  -0.388
O11 -0.5934 -1.6367 0.1219  -0.718
N1 -2.3416 -0.7151 -2.1885  0.500
N2 3.0989 -0.5361 -3.6740  -0.090
N3 -1.1865 -2.4929 -4.5234  -0.082
N4 2.2540 1.1276 -2.3317  0.427
N5 1.0801 -2.6054 -4.9941  0.417
C1 1.8037 -0.8140 -3.3402  0.118
C2 -3.0422 2.8940 1.6759  -0.067
C3 3.1744 -0.5373 1.6258  -0.342
C4 -0.1006 0.2249 -2.1197  -0.083
C5 1.0803 0.6209 1.0837  -0.061
C6 1.2468 0.1693 -2.4874  0.023
C7 -0.3312 0.6195 0.8763  -0.465
C8 -4.4411 2.5076 2.0480  -0.621
C9 1.8259 -0.5724 1.3169  -0.173
C10 1.8293 1.8410 1.0770  -0.210
C11 -2.7925 -2.0941 1.3302  -0.072
C12 3.8737 0.6923 1.6315  0.250
C13 0.8855 -1.7185 -3.9538  -0.039
C14 -0.4937 -1.6625 -3.6867  0.186
C15 -1.0373 -0.6836 0.7667  0.812
C16 3.1718 1.8872 1.3545  -0.257
C17 5.9041 -0.3980 2.2619  -0.251
C18 -4.0797 -1.9894 2.0870  -0.620
C19 -1.0945 1.8652 1.0305  0.766
C20 -0.9879 -0.7141 -2.6890  -0.025
H1 3.7118 2.8316 1.3627  0.207
H2 -4.7140 -1.2148 1.6504  0.215
H3 3.6969 -1.4670 1.8419  0.200
H4 -0.4231 0.9883 -1.4132  0.312
H5 -3.8912 -1.7369 3.1333  0.204
H6 -5.0082 3.4050 2.2983  0.195
H7 -4.9568 1.9889 1.2361  0.213
H8 -2.9585 -2.2908 0.2660  0.193
H9 6.9391 -0.1003 2.4127  0.186
H10 1.2955 2.7567 0.8589  0.258
H11 -4.6263 -2.9312 2.0502  0.198
H12 -2.1262 -2.8560 1.7526  0.177
H13 -2.9978 3.6699 0.8980  0.182
H14 1.3289 -1.5355 1.2488  0.217
H15 -4.4450 1.8581 2.9307  0.204
H16 5.4768 -0.7685 3.2027  0.175
H17 -2.4938 3.2240 2.5687  0.183
H18 5.8401 -1.1713 1.4872  0.174

Output
HOMO-LUMO gap (eV): 4.11
Net charge: -1
HOMO (eV): -3.36
Max |F| (hartree/bohr): 0.05924
E_tot (a.u.): -1874.00231

Copy entry 2 word for word.
The following is a DFT calculation (ωB97M-V/def2-TZVPD) of 2 unconnected molecules or ions with the total composition C20H18N5O11.

Each line ends with the natural charge from an NBO analysis.
Cartesian coordinates (Å):
O1 2.0332 -3.0494 -5.6102  -0.374
O2 2.2673 2.2185 -1.7832  -0.320
O3 -2.1725 -0.7968 1.4748  -0.510
O4 -2.4222 1.7003 1.1684  -0.516
O5 5.2149 0.7935 1.8301  -0.511
O6 -2.6166 0.1425 -1.3132  -0.382
O7 -0.2293 -3.0632 -5.3122  -0.163
O8 3.3723 0.6641 -3.0363  -0.148
O9 -0.6227 3.0072 1.0839  -0.706
O10 -3.1790 -1.5466 -2.5876  -0.388
O11 -0.5934 -1.6367 0.1219  -0.718
N1 -2.3416 -0.7151 -2.1885  0.500
N2 3.0989 -0.5361 -3.6740  -0.090
N3 -1.1865 -2.4929 -4.5234  -0.082
N4 2.2540 1.1276 -2.3317  0.427
N5 1.0801 -2.6054 -4.9941  0.417
C1 1.8037 -0.8140 -3.3402  0.118
C2 -3.0422 2.8940 1.6759  -0.067
C3 3.1744 -0.5373 1.6258  -0.342
C4 -0.1006 0.2249 -2.1197  -0.083
C5 1.0803 0.6209 1.0837  -0.061
C6 1.2468 0.1693 -2.4874  0.023
C7 -0.3312 0.6195 0.8763  -0.465
C8 -4.4411 2.5076 2.0480  -0.621
C9 1.8259 -0.5724 1.3169  -0.173
C10 1.8293 1.8410 1.0770  -0.210
C11 -2.7925 -2.0941 1.3302  -0.072
C12 3.8737 0.6923 1.6315  0.250
C13 0.8855 -1.7185 -3.9538  -0.039
C14 -0.4937 -1.6625 -3.6867  0.186
C15 -1.0373 -0.6836 0.7667  0.812
C16 3.1718 1.8872 1.3545  -0.257
C17 5.9041 -0.3980 2.2619  -0.251
C18 -4.0797 -1.9894 2.0870  -0.620
C19 -1.0945 1.8652 1.0305  0.766
C20 -0.9879 -0.7141 -2.6890  -0.025
H1 3.7118 2.8316 1.3627  0.207
H2 -4.7140 -1.2148 1.6504  0.215
H3 3.6969 -1.4670 1.8419  0.200
H4 -0.4231 0.9883 -1.4132  0.312
H5 -3.8912 -1.7369 3.1333  0.204
H6 -5.0082 3.4050 2.2983  0.195
H7 -4.9568 1.9889 1.2361  0.213
H8 -2.9585 -2.2908 0.2660  0.193
H9 6.9391 -0.1003 2.4127  0.186
H10 1.2955 2.7567 0.8589  0.258
H11 -4.6263 -2.9312 2.0502  0.198
H12 -2.1262 -2.8560 1.7526  0.177
H13 -2.9978 3.6699 0.8980  0.182
H14 1.3289 -1.5355 1.2488  0.217
H15 -4.4450 1.8581 2.9307  0.204
H16 5.4768 -0.7685 3.2027  0.175
H17 -2.4938 3.2240 2.5687  0.183
H18 5.8401 -1.1713 1.4872  0.174

Output
HOMO-LUMO gap (eV): 4.11
Net charge: -1
HOMO (eV): -3.36
Max |F| (hartree/bohr): 0.05924
E_tot (a.u.): -1874.00231

What is the formula in the first record? C50H26ClCrF18GeN7O3S3

What is the max |F| in the first record? 0.04571 hartree/bohr

Which of these has the highest E_tot? C20H18N5O11